(1)
{"formula": "C12H8INO3", "method": "ωB97M-V with the def2-TZVPD basis set", "species": ["N", "C", "C", "C", "C", "C", "C", "C", "O", "C", "C", "C", "C", "O", "I", "C", "O", "H", "H", "H", "H", "H", "H", "H", "H"], "coordinates": [[1.093, 0.211, 3.307], [0.536, -0.614, 2.273], [0.630, -1.982, 2.322], [0.085, -2.793, 1.372], [-0.584, -2.253, 0.295], [-0.655, -0.895, 0.224], [-0.117, -0.055, 1.186], [-0.259, 1.433, 0.983], [-0.385, 2.222, 1.897], [-0.193, 1.864, -0.457], [-0.697, 1.059, -1.376], [-0.617, 1.410, -2.844], [0.792, 1.160, -3.439], [1.059, 1.393, -4.576], [2.399, 0.330, -2.197], [-1.335, -0.236, -0.950], [-2.319, -0.687, -1.495], [0.378, 0.851, 3.635], [1.779, 0.817, 2.865], [1.165, -2.438, 3.148], [0.143, -3.873, 1.414], [-1.037, -2.873, -0.466], [0.297, 2.803, -0.691], [-0.890, 2.442, -3.056], [-1.269, 0.704, -3.370]], "forces_ev_per_a": [[0.2, -0.3, 0.0], [-0.2, 1.1, 0.2], [0.9, -0.7, 1.2], [-0.4, -1.0, -0.8], [-0.2, -0.5, 0.0], [-0.8, 1.3, -1.3], [-0.1, 0.5, -0.1], [0.3, -0.1, 0.0], [0.1, -0.1, -0.4], [0.0, -0.1, 1.0], [-0.2, 0.4, -0.8], [0.5, -1.2, 0.7], [0.0, 0.4, -1.3], [-0.3, -0.2, 1.1], [-0.3, 0.0, -0.1], [0.0, -0.1, 0.3], [0.6, 0.1, -0.1], [0.0, 0.0, 0.0], [0.1, 0.0, 0.2], [0.0, 0.2, 0.1], [0.2, 0.0, 0.3], [0.0, 0.0, 0.0], [-0.2, 0.1, 0.1], [0.0, -0.1, -0.1], [0.0, 0.3, -0.3]], "spin_multiplicity": 1, "energy_ha": -1040.23624, "smiles": "Nc1cccc2c1C(=O)C=C(CC(=O)I)C2=O", "orbital_gap_ev": 8.60}

***

(2)
{"formula": "C4H14N3S", "method": "ωB97M-V with the def2-TZVPD basis set", "species": ["C", "C", "N", "N", "N", "H", "H", "H", "H", "H", "H", "H", "H", "C", "C", "S", "H", "H", "H", "H", "H", "H"], "coordinates": [[-1.463, -2.562, 0.499], [0.667, -2.554, -0.673], [-0.620, -2.832, -0.657], [1.243, -1.945, 0.364], [1.398, -2.911, -1.744], [-1.077, -3.161, -1.490], [0.631, -1.436, 0.976], [2.212, -1.673, 0.388], [1.060, -3.666, -2.328], [2.404, -2.869, -1.700], [-1.477, -1.506, 0.763], [-1.154, -3.165, 1.354], [-2.472, -2.877, 0.265], [0.887, 2.728, 1.391], [-1.140, 4.131, 0.039], [-0.484, 2.468, 0.249], [1.064, 1.762, 1.877], [1.779, 3.031, 0.845], [0.698, 3.447, 2.194], [-0.527, 4.682, -0.649], [-1.205, 4.672, 0.978], [-2.147, 4.051, -0.362]], "forces_ev_per_a": [[-0.2, -0.3, 0.3], [0.9, -0.3, -0.6], [-0.4, 0.2, 0.4], [-0.5, 0.1, 0.0], [0.0, -0.4, 0.0], [0.2, 0.0, -0.1], [0.0, 0.1, 0.3], [0.0, -0.1, -0.3], [-0.1, 0.2, 0.1], [0.0, 0.2, 0.1], [-0.1, 0.1, -0.1], [0.2, 0.1, 0.0], [-0.1, 0.1, -0.1], [0.3, -0.1, 0.1], [-0.1, 0.0, 0.1], [-0.3, -0.2, 0.3], [0.1, 0.2, -0.1], [0.1, 0.0, 0.1], [-0.3, -0.1, -0.3], [0.2, 0.3, -0.3], [0.1, -0.1, 0.2], [0.0, -0.1, -0.1]], "spin_multiplicity": 1, "total_charge": 1, "e_above_lowest_kcal_mol": 12.0, "energy_ha": -723.04741, "orbital_gap_ev": 7.95}

***

(3)
{"formula": "C6H7NSe", "method": "ωB97M-V with the def2-TZVPD basis set", "species": ["C", "C", "C", "C", "C", "C", "N", "Se", "H", "H", "H", "H", "H", "H", "H"], "coordinates": [[-2.100, 1.613, 0.190], [1.288, 0.093, -0.591], [1.222, -1.193, -0.147], [0.377, 1.288, -0.445], [0.067, -2.009, 0.331], [-0.907, 0.928, 0.341], [-2.988, 2.357, 0.146], [-1.688, -1.344, -0.196], [2.255, 0.534, -0.946], [2.041, -1.803, -0.410], [0.791, 2.082, 0.229], [-0.080, 1.725, -1.342], [0.434, -3.032, 0.052], [0.113, -1.938, 1.455], [-0.824, 0.698, 1.333]], "forces_ev_per_a": [[-1.8, 2.4, -0.5], [1.4, 0.5, 0.6], [-0.9, 2.6, -1.8], [-2.9, -0.6, 1.6], [1.3, 0.0, 1.6], [0.3, -3.4, -2.3], [0.4, -0.8, -0.1], [1.1, 1.9, 0.2], [-0.6, -1.2, 0.1], [1.2, -0.4, 0.0], [0.3, -0.5, -0.9], [1.1, 0.0, -0.3], [-1.6, 0.5, 0.2], [-0.2, -0.5, -0.9], [0.8, -0.7, 2.6]], "spin_multiplicity": 1, "e_above_lowest_kcal_mol": 9.1, "energy_ha": -2688.90015, "orbital_gap_ev": 8.02}

***

(4)
{"formula": "C12H28N3O4PSi2", "method": "ωB97M-V with the def2-TZVPD basis set", "species": ["O", "P", "O", "O", "Si", "O", "Si", "H", "H", "H", "H", "H", "H", "H", "C", "C", "C", "C", "N", "H", "H", "H", "H", "H", "H", "H", "C", "C", "C", "C", "N", "H", "H", "H", "H", "H", "H", "H", "C", "C", "C", "C", "N", "H", "H", "H", "H", "H", "H", "H"], "coordinates": [[-0.635, -2.282, -3.666], [-1.363, -1.186, -2.771], [-3.073, -1.577, -2.782], [-1.187, 0.355, -3.591], [-0.423, -1.254, -0.788], [-0.128, 0.322, -0.053], [1.545, 0.363, 0.507], [-3.087, -2.560, -3.032], [-0.280, 0.329, -4.060], [0.844, -2.015, -0.939], [-1.210, -2.037, 0.195], [1.634, 0.642, 1.958], [2.257, -0.918, 0.308], [2.281, 1.411, -0.240], [6.685, 1.360, -0.761], [7.206, 0.120, -0.041], [6.085, -0.789, 0.464], [5.215, -0.031, 1.453], [4.493, 0.598, 2.274], [6.093, 1.996, -0.095], [7.519, 1.965, -1.129], [6.060, 1.083, -1.618], [7.836, 0.437, 0.799], [7.845, -0.446, -0.727], [6.509, -1.669, 0.960], [5.464, -1.136, -0.370], [-2.190, -2.673, 3.950], [-3.620, -3.202, 3.966], [-3.830, -4.379, 3.012], [-3.531, -3.944, 1.586], [-3.283, -3.583, 0.404], [-1.915, -2.281, 2.965], [-2.080, -1.853, 4.667], [-1.477, -3.460, 4.220], [-4.304, -2.385, 3.705], [-3.870, -3.518, 4.985], [-4.865, -4.731, 3.070], [-3.172, -5.214, 3.279], [-2.272, 3.097, -1.074], [-3.639, 3.603, -1.523], [-3.567, 4.484, -2.772], [-2.709, 5.706, -2.489], [-1.997, 6.720, -2.255], [-1.609, 3.921, -0.792], [-2.375, 2.450, -0.197], [-1.787, 2.520, -1.869], [-4.098, 4.163, -0.699], [-4.287, 2.743, -1.728], [-4.572, 4.809, -3.061], [-3.136, 3.927, -3.611]], "forces_ev_per_a": [[-2.0, 3.3, 3.3], [-0.6, -2.4, -6.7], [3.2, -0.2, 0.0], [1.0, -2.5, 1.1], [0.5, 1.5, 2.9], [2.1, -2.7, -0.8], [-0.9, 0.8, 0.1], [0.2, 1.9, 0.4], [-2.1, -0.3, 1.0], [-0.3, 0.3, -0.5], [-0.2, 0.2, -0.4], [-0.4, 0.1, -0.2], [-0.2, 0.0, -0.1], [-0.2, -0.1, 0.0], [0.0, 0.1, -0.1], [0.2, 0.4, -0.1], [-0.4, 0.7, 0.8], [-5.0, 3.9, 5.5], [5.7, -4.9, -6.5], [0.0, -0.1, -0.1], [-0.1, -0.1, 0.0], [0.1, 0.1, 0.1], [-0.1, -0.2, -0.1], [-0.1, -0.1, 0.2], [-0.2, 0.1, 0.1], [-0.1, 0.1, 0.2], [0.1, 0.1, 0.1], [0.2, 0.4, 0.2], [0.1, 0.5, -0.9], [1.6, 2.1, -8.1], [-2.0, -2.9, 9.4], [0.0, -0.1, 0.1], [0.0, -0.1, -0.1], [-0.1, 0.1, 0.0], [0.0, -0.2, 0.0], [-0.1, -0.1, -0.2], [0.2, 0.0, -0.2], [0.0, 0.1, -0.2], [0.1, -0.1, 0.1], [0.1, -0.2, 0.4], [0.5, 0.9, 0.4], [4.8, 7.0, 1.3], [-5.7, -8.1, -1.8], [-0.1, -0.1, -0.1], [0.0, 0.0, -0.2], [0.0, 0.1, 0.1], [0.0, 0.0, -0.2], [0.0, 0.2, -0.1], [0.2, 0.1, 0.0], [0.1, 0.2, 0.1]], "spin_multiplicity": 1, "energy_ha": -1859.58432, "orbital_gap_ev": 10.40}

***

What did we get for F_max? Answer: 0.0379 0.0210 0.0804 0.1954 hartree/bohr, in the order shown.